Below is 10 unconnected molecules or ions with the total composition C4H30NO9S2, with properties calculated with ωB97M-V/def2-TZVPD.

Its net charge is +1. The HOMO energy comes out at -11.25 eV. The energy above the lowest of the compared OMol25 structures with the same formula, charge and spin is 77.0 kcal/mol. Its strongest force on any atom is 6.2 eV/Å. As for the gap between HOMO and LUMO: 8.771 eV. The value obtained for the electronic energy is -46215.585 eV.

Last column: Mulliken charge in e.
CARTESIAN COORDINATES (ANGSTROEM)
1 N 0.700 0.989 -1.430  -0.030
2 C -0.376 0.737 -0.384  0.122
3 C -1.658 0.525 -1.219  -1.324
4 C 0.139 -0.323 0.536  0.104
5 S 1.383 0.313 1.688  -0.125
6 S 1.931 -0.942 3.216  -0.074
7 C 0.505 -0.638 4.365  -0.877
8 H 0.476 1.959 -1.711  0.423
9 H 1.676 0.865 -1.097  0.174
10 H 0.702 0.450 -2.296  0.371
11 H -0.476 1.792 0.068  0.284
12 H -1.901 1.370 -1.830  0.446
13 H -2.524 0.405 -0.611  0.453
14 H -1.715 -0.402 -1.903  0.026
15 H -0.500 -1.082 1.054  0.278
16 H 0.782 -0.948 -0.183  0.059
17 H 0.878 -1.249 5.123  0.323
18 H -0.563 -0.462 4.186  0.338
19 H 0.709 0.407 4.709  0.301
20 H -4.135 -0.337 1.553  0.307
21 H -2.902 -0.956 0.717  0.198
22 O -3.180 -0.390 1.367  -0.614
23 H 3.725 1.351 -0.078  0.362
24 H 3.971 1.176 -1.561  0.277
25 O 3.383 0.833 -0.898  -0.704
26 H -0.379 4.021 -1.292  0.259
27 H -0.939 3.895 0.146  0.198
28 O -0.650 3.458 -0.563  -0.526
29 H 4.820 2.161 1.589  0.347
30 H 4.061 3.433 0.975  0.302
31 O 4.520 2.671 0.769  -0.677
32 H -3.590 -2.853 -2.610  0.310
33 H -2.066 -2.911 -2.894  0.328
34 O -2.914 -3.424 -2.803  -0.702
35 H -2.399 -3.312 0.614  0.310
36 H -2.858 -3.189 -0.824  0.299
37 O -2.374 -2.647 -0.151  -0.588
38 H 0.088 -2.449 -3.717  0.279
39 H 1.311 -2.436 -2.723  0.252
40 O 0.482 -2.079 -2.998  -0.528
41 H -2.737 2.319 2.146  0.341
42 H -2.760 1.198 1.279  0.291
43 O -2.398 2.157 1.244  -0.589
44 H 3.142 -2.219 0.154  0.302
45 H 3.579 -1.248 -0.908  0.305
46 O 3.033 -1.988 -0.814  -0.609

Force components x, y, z for each atom (eV/Å):
N -0.1 1.0 -0.4
C -1.0 1.7 -0.4
C -0.1 -2.2 -0.5
C 1.6 -3.6 -0.9
S 0.6 1.6 0.4
S -2.2 0.0 -1.2
C 1.5 3.3 -0.1
H 0.8 -0.4 0.2
H 0.2 0.6 0.3
H -0.8 -0.7 0.1
H 0.1 -2.4 -0.3
H 0.3 0.7 -0.3
H -0.4 0.1 0.6
H 0.8 1.2 1.0
H -0.1 1.2 -0.6
H -1.1 0.1 1.1
H -0.6 -1.3 1.8
H 0.3 -1.6 -0.9
H 0.3 -0.7 0.0
H 0.7 -0.7 -0.7
H 0.3 -2.9 -2.7
O -1.4 3.0 3.7
H -0.8 -0.7 -1.4
H 0.4 0.2 -0.8
O 0.6 0.8 1.9
H -0.3 0.7 0.5
H -1.9 3.0 4.2
O 2.2 -2.6 -5.2
H -0.8 1.6 -1.4
H -1.4 2.3 1.2
O 2.2 -4.1 0.5
H -2.5 2.5 0.3
H -1.5 -0.6 0.3
O 3.8 -1.8 -0.7
H 0.3 1.6 -1.3
H 0.7 0.7 0.2
O -0.8 -2.2 1.3
H -0.9 -2.0 -3.2
H 0.7 -0.9 -0.1
O 0.2 3.1 3.4
H 0.5 0.9 -0.4
H 1.1 1.2 -0.9
O -1.4 -1.7 1.5
H -0.3 0.2 -1.7
H 1.3 2.1 -0.3
O -1.2 -2.4 1.9